# 1
# C6H7N3

The molecule C6H7N3 in a non-equilibrium geometry (ωB97M-V/def2-TZVPD, the Open Molecules 2025 dataset).

Structure (ORCA input):
```
! RIJCOSX wB97M-V def2-TZVPD def2/J DEFGRID3
* xyz 0 1
C 3.178 0.102 0.120
C 2.118 -0.646 -0.259
C 0.757 -0.181 -0.488
C 0.042 0.650 0.511
C -0.888 1.673 0.071
N -1.640 2.517 -0.188
N -0.292 -0.740 0.355
N -1.510 -0.889 -0.371
C -2.135 -1.892 0.164
H 3.064 1.204 0.309
H 4.116 -0.394 0.291
H 2.310 -1.666 -0.501
H 0.448 0.101 -1.520
H 0.541 0.923 1.428
H -1.722 -2.507 0.967
H -3.099 -2.104 -0.264
*
```

As for the energy above the lowest of the compared OMol25 structures with the same formula, charge and spin: 80.53 kcal/mol. For the frontier orbital gap, the calculation gives 10.73 eV. The SMILES is C=C[C@@H]1[C@@H](C#N)N1N=C. As for the LUMO energy: 0.0352 Ha.


# 2
# C58H59BBrCsF6N10O5Sb

A structure of composition C58H59BBrCsF6N10O5Sb in a non-equilibrium geometry (ωB97M-V/def2-TZVPD, the Open Molecules 2025 dataset).

Structure (ORCA input):
```
! RIJCOSX wB97M-V def2-TZVPD def2/J DEFGRID3
* xyz -2 2
Cs 1.503 -1.075 1.928
C -3.668 -2.104 0.819
C -3.619 -0.656 1.326
C -3.129 0.337 0.309
C -3.772 1.551 0.081
C -3.188 2.472 -0.774
C -1.986 2.157 -1.386
C -1.436 0.909 -1.131
N -1.992 0.018 -0.318
N -2.841 -2.983 1.612
C -2.426 -4.197 0.938
C -1.111 -4.717 1.461
C -1.042 -5.730 2.399
C 0.202 -6.073 2.921
C 1.326 -5.416 2.467
C 1.163 -4.459 1.465
N -0.022 -4.109 0.974
C -3.230 -3.155 3.004
C -2.170 -2.677 3.973
C -1.497 -3.529 4.836
C -0.453 -3.026 5.595
C -0.139 -1.683 5.493
C -0.910 -0.896 4.652
N -1.899 -1.376 3.904
H -3.265 -2.144 -0.191
H -4.720 -2.449 0.763
H -2.902 -0.627 2.154
H -4.580 -0.332 1.734
H -4.700 1.773 0.595
H -3.662 3.430 -0.951
H -1.473 2.854 -2.036
H -0.500 0.614 -1.599
H -2.284 -3.956 -0.116
H -3.194 -4.992 1.009
H -1.949 -6.221 2.734
H 0.286 -6.836 3.686
H 2.315 -5.617 2.853
H 2.024 -3.984 1.008
H -3.468 -4.208 3.209
H -4.140 -2.578 3.196
H -1.753 -4.580 4.867
H 0.136 -3.680 6.224
H 0.700 -1.254 6.023
H -0.720 0.169 4.551
N 4.803 0.602 0.732
C 3.712 0.969 0.017
O 3.352 2.127 -0.148
C 3.013 -0.194 -0.655
C 3.484 -0.360 -2.120
H 5.247 1.313 1.288
H 4.944 -0.371 0.988
H 1.940 -0.011 -0.644
H 3.229 -1.112 -0.110
H 3.112 -1.332 -2.452
H 4.573 -0.364 -2.187
Br -6.080 3.255 7.328
C -4.289 3.843 7.060
C -4.033 5.184 6.852
C -2.723 5.604 6.672
C -1.663 4.697 6.677
C -1.953 3.341 6.885
C -3.252 2.917 7.083
N -0.341 5.211 6.691
N 0.601 4.632 6.060
C 0.443 3.762 5.023
C -0.705 3.630 4.215
C -0.774 2.768 3.159
C 0.323 1.913 2.790
O 0.256 1.114 1.846
C 1.551 2.046 3.614
N 2.587 1.234 3.294
C 3.713 1.336 3.966
C 3.878 2.283 4.993
C 2.834 3.089 5.349
C 1.607 2.982 4.662
H -4.846 5.899 6.837
H -2.499 6.654 6.526
H -1.149 2.617 6.884
H -3.459 1.868 7.243
H -1.558 4.270 4.402
H -1.659 2.714 2.536
H 4.500 0.641 3.700
H 4.830 2.349 5.506
H 2.917 3.810 6.151
F 2.162 -2.574 3.615
Sb 4.407 -3.110 2.909
F 4.099 -4.702 1.765
F 4.418 -2.245 1.052
F 6.281 -3.547 2.977
F 5.099 -1.226 3.349
F 4.174 -4.391 4.438
C 1.922 5.527 -7.240
C 1.028 5.579 -5.993
C -0.381 5.981 -6.430
C 1.560 6.657 -5.039
C 1.053 4.214 -5.300
C -0.084 3.421 -5.170
C -0.065 2.183 -4.517
C 1.137 1.772 -4.001
O 1.433 0.630 -3.318
B 2.799 0.724 -2.990
O 3.334 1.898 -3.535
C 2.285 2.542 -4.131
C 2.271 3.757 -4.768
H 1.893 6.483 -7.772
H 1.588 4.743 -7.922
H 2.960 5.321 -6.976
H -0.356 6.982 -6.868
H -1.075 6.000 -5.588
H -0.779 5.299 -7.185
H 1.423 7.649 -5.477
H 2.624 6.528 -4.835
H 1.036 6.627 -4.082
H -1.025 3.759 -5.580
H -0.955 1.576 -4.416
H 3.182 4.336 -4.847
C -2.062 -2.349 -5.603
N -1.659 -2.931 -4.327
N -0.268 -3.096 -4.222
C 0.171 -2.672 -2.945
O 1.313 -2.749 -2.556
C -1.021 -2.136 -2.303
C -2.042 -2.250 -3.168
C -3.432 -1.726 -3.060
C 0.362 -4.083 -5.000
C -0.371 -5.118 -5.575
C 0.273 -6.072 -6.349
C 1.646 -6.016 -6.538
C 2.372 -4.989 -5.948
C 1.742 -4.016 -5.190
H -1.616 -2.924 -6.411
H -1.746 -1.303 -5.697
H -3.144 -2.415 -5.692
H -1.042 -1.715 -1.309
H -3.574 -1.271 -2.084
H -4.167 -2.523 -3.198
H -3.621 -0.958 -3.813
H -1.436 -5.177 -5.394
H -0.304 -6.874 -6.791
H 2.148 -6.769 -7.132
H 3.446 -4.940 -6.077
H 2.301 -3.219 -4.723
*
```

As for the energy above the lowest of the compared OMol25 structures with the same formula, charge and spin: 6.11 kcal/mol. For the frontier orbital gap (alpha / beta), the calculation gives 5.24 / 5.57 eV. As for the LUMO energy (alpha / beta): 0.1139 / 0.1139 Ha. Its expectation value of S² is 0.7545.


# 3
# C2H8S3

A cluster of 2 separate species, C2H8S3 in total in a non-equilibrium geometry (ωB97M-V/def2-TZVPD, the Open Molecules 2025 dataset).

Structure (ORCA input):
```
! RIJCOSX wB97M-V def2-TZVPD def2/J DEFGRID3
* xyz 0 1
C 2.039 -0.302 0.489
S 2.410 0.845 -0.842
C 0.718 1.082 -1.529
H 1.383 0.082 1.268
H 1.631 -1.217 0.065
H 3.024 -0.523 0.908
H 0.495 2.146 -1.625
H 0.107 0.686 -0.714
H 0.421 0.616 -2.466
S -1.877 -1.548 0.325
S -2.109 0.457 0.901
H -1.794 -1.204 -0.961
H -1.544 0.278 2.112
*
```

As for the energy above the lowest of the compared OMol25 structures with the same formula, charge and spin: 13.10 kcal/mol. For the frontier orbital gap, the calculation gives 8.52 eV. The SMILES is CSC.SS. As for the LUMO energy: 0.0027 Ha.


# 4
# C4H10N4

The molecule C4H10N4 in a non-equilibrium geometry (ωB97M-V/def2-TZVPD, the Open Molecules 2025 dataset).

Structure (ORCA input):
```
! RIJCOSX wB97M-V def2-TZVPD def2/J DEFGRID3
* xyz 0 1
H 2.108 1.469 -1.630
N 2.358 1.055 -0.731
C 1.309 0.574 -0.185
N 1.400 -0.202 1.020
N 0.024 0.395 -0.540
C -0.818 1.503 -0.927
C -0.407 -0.845 0.415
C -1.408 -0.738 1.330
N -0.196 -2.057 -0.243
H 2.125 -0.914 0.998
H 1.167 0.178 1.929
H -0.682 1.744 -1.986
H -1.872 1.245 -0.772
H -0.601 2.419 -0.367
H -1.522 0.147 1.941
H -2.249 -1.418 1.290
H 0.288 -1.943 -1.126
H -1.026 -2.611 -0.414
*
```

As for the energy above the lowest of the compared OMol25 structures with the same formula, charge and spin: 76.38 kcal/mol. For the frontier orbital gap, the calculation gives 8.23 eV. The SMILES is [H]/N=C(/N)N(C)C(=C)N. As for the LUMO energy: 0.0305 Ha.


What is the formula in the fourth record? C4H10N4